# 1
# C14H16O

A 2-piece molecular cluster, C14H16O overall in a non-equilibrium geometry (the ωB97M-V functional and the def2-TZVPD basis, OMol25).

Last column: natural (NBO) charge in e.
Geometry (Å):
C 0.368 1.374 0.745  -0.29
H -0.047 0.731 4.014  0.22
H 0.574 5.187 2.999  0.21
C 1.590 -2.702 -1.857  -0.23
C -1.153 -2.373 -2.446  0.00
C 0.200 2.688 3.121  -0.20
H 0.343 3.345 -0.198  0.22
H 2.635 -2.837 -1.624  0.22
H 0.083 3.211 4.063  0.21
H 1.760 -2.878 -4.008  0.21
H 0.274 -1.128 1.135  0.48
H -2.881 -1.515 -1.673  0.21
O 0.146 -0.737 2.001  -0.67
C -0.233 -2.489 -3.475  -0.22
H 0.295 0.758 -0.160  0.21
C 0.290 2.759 0.708  -0.19
C 0.063 1.303 3.107  -0.25
H -0.596 5.378 1.596  0.23
H -1.452 -2.457 -0.335  0.22
H -0.443 -2.227 -4.504  0.21
C 0.321 4.940 1.967  -0.64
C -0.698 -2.416 -1.105  -0.23
H 1.035 -2.443 0.162  0.20
H -2.501 -0.874 -3.305  0.22
H 1.307 5.251 1.596  0.22
C 0.642 -2.590 -0.836  -0.21
C 1.134 -2.628 -3.154  -0.19
C -2.539 -1.762 -2.675  -0.63
H -3.195 -2.452 -3.208  0.22
C 0.155 0.626 1.878  0.29
C 0.226 3.420 1.938  -0.04

Computed properties:
* HOMO: -8.3 eV
* SMILES: Cc1ccc(O)cc1.Cc1ccccc1
* energy above the lowest of the compared OMol25 structures with the same formula, charge and spin: 26.4 kcal per mole
* molar mass: 200.28 g mol⁻¹
* Kohn-Sham gap: 9.188 eV


# 2
# C4H3Br2O5S

C4H3Br2O5S as an isolated structure in a non-equilibrium geometry (the ωB97M-V functional and the def2-TZVPD basis, OMol25).

Last column: natural (NBO) charge in e.
Geometry (Å):
Br 2.136 3.270 -0.329  0.05
O -2.050 -1.621 -1.994  -0.92
O -1.237 0.610 -1.389  -0.97
C 0.124 -1.351 -0.334  -0.77
H -2.031 -0.567 1.086  0.52
H 1.842 0.691 -0.369  0.24
C 0.478 1.435 0.855  0.16
Br 0.759 -2.817 -1.236  0.06
H -0.306 2.262 0.927  0.19
O -2.387 -0.754 0.229  -0.92
O 1.757 -1.294 1.422  -0.65
S -1.391 -0.791 -1.010  2.36
C 1.500 1.611 0.052  -0.44
C 0.766 -0.923 0.791  0.66
O 0.040 0.236 1.299  -0.57

Computed properties:
* HOMO: -4.6 eV
* charge: -1
* energy above the lowest of the compared OMol25 structures with the same formula, charge and spin: 34.0 kcal per mole
* molar mass: 322.94 g mol⁻¹
* Kohn-Sham gap: 7.546 eV


# 3
# C3H4ClO2S

A 2-piece molecular cluster, C3H4ClO2S overall in a non-equilibrium geometry (the ωB97M-V functional and the def2-TZVPD basis, OMol25).

Last column: natural (NBO) charge in e.
Geometry (Å):
C -0.179 -0.519 0.481  -0.33
Cl 0.723 1.068 -0.334  -0.36
C -1.198 2.480 -1.051  1.04
C 0.901 -1.206 1.317  -0.73
S -0.391 -1.792 -0.966  -0.25
H 0.547 -1.340 2.356  0.19
H 1.049 -2.153 0.920  0.18
H 1.809 -0.592 1.309  0.21
O -1.347 1.893 -2.030  -0.55
H -0.826 -0.956 -1.877  0.12
O -1.088 3.116 -0.125  -0.53

Computed properties:
* HOMO: -2.5 eV
* charge: -1
* energy above the lowest of the compared OMol25 structures with the same formula, charge and spin: 41.8 kcal per mole
* molar mass: 139.58 g mol⁻¹
* Kohn-Sham gap: 6.068 eV


# 4
# CH2N2O2S

A 2-piece molecular cluster, CH2N2O2S overall in a non-equilibrium geometry (the ωB97M-V functional and the def2-TZVPD basis, OMol25).

Last column: natural (NBO) charge in e.
Geometry (Å):
C -0.363 1.346 0.581  0.25
O 1.216 -1.895 0.032  -0.29
N 0.883 -1.287 -0.911  0.35
H -0.119 -0.102 2.004  0.44
S -0.669 2.299 -0.635  -0.04
N 0.075 0.840 1.559  -0.65
O -0.461 -0.960 -0.908  -0.56
H -0.560 -0.241 -1.723  0.50

Computed properties:
* HOMO: -9.8 eV
* SMILES: N=C=S.O=NO
* energy above the lowest of the compared OMol25 structures with the same formula, charge and spin: 114.1 kcal per mole
* molar mass: 106.11 g mol⁻¹
* Kohn-Sham gap: 10.068 eV


# 5
# C4H13NS

A 2-piece molecular cluster, C4H13NS overall in a non-equilibrium geometry (the ωB97M-V functional and the def2-TZVPD basis, OMol25).

Last column: natural (NBO) charge in e.
Geometry (Å):
H 1.552 -1.914 -2.897  0.23
C -0.394 1.790 0.808  -0.22
H -0.950 2.692 0.542  0.17
C -1.364 -1.788 -0.626  -0.73
H -0.826 -1.478 0.268  0.21
H 1.651 -1.153 -1.290  0.22
H -0.133 0.867 2.688  0.36
C 1.110 1.999 0.809  -0.61
H 0.959 -2.828 -1.620  0.22
H -2.440 -1.722 -0.656  0.23
S -0.565 -0.948 -2.066  0.15
H 1.524 2.736 0.128  0.22
C 1.054 -1.788 -1.933  -0.74
N -0.828 1.265 2.080  -0.86
H -1.663 0.703 2.081  0.36
H 1.401 2.262 1.831  0.20
H -1.056 -2.832 -0.734  0.21
H 1.601 1.047 0.590  0.20
H -0.633 1.090 -0.003  0.18

Computed properties:
* HOMO: -8.4 eV
* SMILES: CCN.CSC
* energy above the lowest of the compared OMol25 structures with the same formula, charge and spin: 14.5 kcal per mole
* molar mass: 107.22 g mol⁻¹
* Kohn-Sham gap: 9.337 eV


# 6
# C4H10F5LiO4PTe2

C4H10F5LiO4PTe2 as an isolated structure in a non-equilibrium geometry (the ωB97M-V functional and the def2-TZVPD basis, OMol25).

Last column: natural (NBO) charge in e.
Geometry (Å):
C 1.671 -0.197 -1.673  -0.07
Li -0.906 -1.509 1.585  0.90
H 2.534 1.563 -2.562  0.20
H 3.713 0.404 -1.959  0.21
C -1.448 3.538 -1.678  -0.62
C 2.760 0.502 -2.472  -0.62
F -2.056 -4.182 1.565  -0.63
Te 0.143 1.319 2.379  -0.56
O -1.896 -1.858 3.045  -1.17
O 1.548 0.426 -0.408  -0.83
F -0.725 -5.298 3.347  -0.61
H 0.709 -0.150 -2.198  0.18
O -0.738 1.422 -0.864  -0.83
H -0.232 3.174 0.084  0.20
H -1.141 4.567 -1.842  0.20
H 2.832 0.064 -3.464  0.20
H 1.920 -1.252 -1.518  0.18
F 0.330 -3.286 2.281  -0.64
H -1.626 3.061 -2.638  0.20
P 0.034 0.479 0.230  1.94
H -2.371 3.517 -1.105  0.21
Te -1.356 -3.490 3.223  3.35
C -0.365 2.777 -0.934  -0.07
F -0.431 -3.374 4.896  -0.62
F -2.871 -4.230 4.142  -0.63
H 0.592 2.869 -1.465  0.16
O -0.621 -0.855 0.003  -1.22

Computed properties:
* HOMO: -4.9 eV
* charge: -1
* molar mass: 510.22 g mol⁻¹
* Kohn-Sham gap: 7.089 eV